[1]
Entry from OMol25: a 2-piece molecular cluster, C7H11N3O overall in a non-equilibrium geometry (ωB97M-V/def2-TZVPD).

Atoms and positions in Å:
C: 2.8481 -0.2026 1.4706
C: 2.1640 0.8930 1.1175
C: 2.2544 -0.5232 -0.5637
C: 0.3912 2.7219 -0.4612
C: -3.1962 -1.2994 -1.1612
C: 0.7270 1.5096 -0.8535
C: -1.9569 -1.4055 0.8234
N: 2.9508 -1.0854 0.3635
N: 1.7372 0.6972 -0.1964
N: -2.0593 -1.1060 -0.6078
O: -1.0460 -0.5951 -1.1893
H: 3.1206 -0.6303 2.4211
H: 1.8408 1.6578 1.8026
H: 2.2712 -0.8041 -1.5573
H: -0.2602 3.3990 -1.0471
H: 0.7995 3.0024 0.4817
H: -3.8989 -1.7919 -0.5081
H: -3.2933 -1.0634 -2.2128
H: 0.2793 1.0520 -1.7628
H: -0.8183 -1.3662 1.1080
H: -2.4672 -0.6219 1.3690
H: -2.3878 -2.4379 1.1639

energy relative to the best compared isomer or geometry (same formula, charge and spin) = 4.4724 eV
SMILES = C=[N+](C)[O-].C=Cn1ccnc1
LUMO = 0.0263 Ha

[2]
Entry from OMol25: one molecule with the formula C7H11N3Se2 in a non-equilibrium geometry (ωB97M-V/def2-TZVPD).

Atoms and positions in Å:
C: 0.1811 -1.7413 0.4880
C: 1.2004 -0.8043 0.4165
C: -1.0425 -1.4069 0.8601
C: 1.1124 0.6357 0.2537
C: -0.5657 2.0937 -0.7092
C: 3.1201 -1.4998 -1.5697
C: -3.9540 -0.6312 0.9976
N: -0.0135 1.2741 0.0767
N: 2.2827 1.2964 0.5608
N: -1.6208 2.9102 -0.3897
Se: 3.0362 -1.5635 0.3854
Se: -2.5688 -1.5987 -0.0699
H: 0.6274 -2.7338 0.2004
H: 2.2668 -2.1115 -1.7892
H: 3.1546 -0.4359 -1.8834
H: 4.0849 -1.9479 -1.6995
H: -4.9154 -0.8617 0.6237
H: -4.0174 -0.9393 2.0703
H: -3.9504 0.3905 1.0090
H: 3.0273 0.7362 0.5251
H: 2.3451 2.2707 0.2068
H: -1.9359 3.5015 -1.1419
H: -1.8547 3.1667 0.5783

energy relative to the best compared isomer or geometry (same formula, charge and spin) = 5.0767 eV
LUMO (alpha / beta) = -0.0345 / -0.0177 Ha

[3]
Entry from OMol25: an isolated ion of composition C7H11N5 and charge +2 in a non-equilibrium geometry (ωB97M-V/def2-TZVPD).

Atoms and positions in Å:
C: 0.9120 -1.0182 1.0769
C: -0.4943 -0.1399 -0.8983
C: 3.2892 -0.6143 1.3909
C: -0.2519 -0.2445 0.5490
C: -2.4010 1.3487 -1.5638
C: -2.1195 2.7832 -1.8398
C: 2.3699 -2.6478 2.0456
N: -1.4046 0.5392 -1.4155
N: 4.3158 -0.0982 1.2659
N: -0.1734 -1.6452 1.1096
N: 2.2049 -1.2940 1.4557
N: -3.6366 0.9047 -1.6180
H: 0.1271 -0.7391 -1.5624
H: -0.7309 0.4978 1.1802
H: -1.6936 2.8841 -2.8399
H: -1.3978 3.1935 -1.1361
H: -3.0342 3.3694 -1.7996
H: 1.6547 -2.7706 2.8602
H: 2.1739 -3.4021 1.2826
H: 3.3798 -2.7761 2.4308
H: -3.8680 -0.0720 -1.4900
H: -4.3947 1.5276 -1.8632
H: 5.1729 0.4137 1.3791

energy relative to the best compared isomer or geometry (same formula, charge and spin) = 2.7603 eV
charge = +2
SMILES = CC(=[NH2+])/N=C\[C@H]1N=C1[N+](C)=C=N
LUMO = -0.2686 Ha

[4]
Entry from OMol25: an isolated ion of composition C7H11N6 and charge +1 in a non-equilibrium geometry (ωB97M-V/def2-TZVPD).

Atoms and positions in Å:
C: -0.1737 -2.0846 0.7422
C: 1.2647 -2.1420 0.8652
C: -0.4881 -0.7504 1.0955
C: -1.5229 1.3355 0.2878
C: -0.5758 2.1323 -0.1918
C: 1.0881 0.7446 -1.5173
C: -1.6686 -0.0284 0.6334
N: 1.6598 -1.0045 1.3516
N: 0.6492 -0.2216 1.5126
N: 0.7084 1.7247 -0.4641
N: 0.4355 0.8064 -2.6094
N: 2.2424 0.1514 -1.1039
N: -2.9214 -0.6519 0.8262
H: -0.9306 -2.9123 0.4186
H: 2.0173 -3.0218 0.6104
H: -2.4332 1.9083 0.3488
H: -0.8557 3.1161 -0.3079
H: 0.8457 0.6711 1.8579
H: 1.3803 2.4904 -0.5495
H: 0.6582 0.0836 -3.2833
H: 2.8052 0.4871 -0.2622
H: 2.5503 -0.7758 -1.4942
H: -2.9501 -1.6992 0.9502
H: -3.7846 -0.3591 0.2833

energy relative to the best compared isomer or geometry (same formula, charge and spin) = 2.4931 eV
charge = +1
SMILES = [H]/N=C(\N)N/C=C\C(=[NH2+])c1ccn[nH]1
LUMO = -0.1930 Ha

[5]
Entry from OMol25: one molecule with the formula C7H11NO in a non-equilibrium geometry (ωB97M-V/def2-TZVPD).

Atoms and positions in Å:
C: 1.4577 -0.9236 1.5537
C: -0.4951 1.1205 1.1464
C: 1.3564 -1.1556 0.1097
C: 0.8360 0.0683 -0.6706
C: -0.5546 0.5862 -0.2419
C: -1.5753 -0.5609 -0.1847
C: -1.0228 1.6657 -1.2315
N: 1.9559 -1.2662 2.6087
O: -1.0872 1.9577 1.7428
H: 2.3450 -1.4139 -0.2935
H: 0.6886 -2.0095 -0.0434
H: 1.5575 0.8797 -0.5435
H: 0.7979 -0.1799 -1.7346
H: -2.5857 -0.1619 -0.1491
H: -1.4200 -1.1745 0.7005
H: -1.4734 -1.1875 -1.0685
H: -1.3710 1.1925 -2.1486
H: -0.2058 2.3409 -1.4800
H: -1.8367 2.2484 -0.8025
H: 2.6327 -2.0264 2.7305

energy relative to the best compared isomer or geometry (same formula, charge and spin) = 3.9509 eV
LUMO (alpha / beta) = 0.0301 / 0.0185 Ha

[6]
Entry from OMol25: one molecule with the formula C7H11NO in a non-equilibrium geometry (ωB97M-V/def2-TZVPD).

Atoms and positions in Å:
C: -2.9248 1.6532 -0.1899
C: 1.9152 1.7463 0.3051
C: -2.7170 0.3197 -0.2256
C: 1.8882 0.4330 0.0916
C: -1.4949 -0.4355 -0.0189
C: 3.1670 -0.4352 -0.2385
C: -1.7509 -1.9119 0.2414
N: 0.7695 -0.4487 0.0749
O: -0.4170 0.1972 -0.0850
H: -4.0201 1.9301 -0.3646
H: -2.1472 2.3846 0.0044
H: 1.0195 2.3306 0.6605
H: 2.8518 2.2968 0.1612
H: -3.5230 -0.3421 -0.0183
H: 3.1098 -1.4135 -0.5353
H: 3.6159 0.2029 -1.1180
H: 3.9187 -0.2135 0.5910
H: -2.2250 -1.8793 1.2395
H: -0.7464 -2.3257 0.2205
H: -2.4094 -2.3917 -0.4449

energy relative to the best compared isomer or geometry (same formula, charge and spin) = 6.0939 eV
LUMO (alpha / beta) = -0.0238 / -0.0087 Ha

> What is the energy relative to the best compared isomer or geometry (same formula, charge and spin) in the fifth record?

3.9509 eV